No. 1
Entry from the Open Molecules 2025 dataset: a cluster of 2 separate species, C4H10O4 in total (ωB97M-V/def2-TZVPD).

Each line ends with the natural charge from an NBO analysis.
Atoms and positions in Å:
C: -0.67076 -2.76496 -0.72994  -0.642
C: -0.40882 -1.26962 -0.52163  0.105
O: -1.53136 -0.59247 0.07802  -0.736
C: 0.83671 -0.99973 0.34257  -0.530
C: 1.01324 0.49314 0.48739  0.815
O: 0.90278 1.14222 1.49634  -0.597
O: 1.29374 0.99935 -0.72444  -0.720
H: 0.18763 -3.35467 -0.41062  0.214
H: -0.70308 -2.97101 -1.80067  0.226
H: -1.58105 -3.08965 -0.22391  0.216
H: -0.29341 -0.76464 -1.47522  0.195
H: -1.92566 -1.15490 0.76306  0.470
H: 0.69253 -1.42388 1.32888  0.224
H: 1.72674 -1.41509 -0.12002  0.236
H: 1.16457 1.93707 -0.92008  0.522
O: -0.90293 2.80970 -0.39898  -0.960
H: -1.37668 1.97071 -0.31259  0.485
H: -0.34394 2.84524 0.38672  0.478

- HOMO-LUMO gap (eV) = 11.205
- LUMO (eV) = 0.691
- ΔE to the lowest compared entry with this formula, charge and spin (eV) = 0.134
- HOMO (eV) = -10.5144



No. 2
Entry from the Open Molecules 2025 dataset: a cluster of 2 separate species, C37H35O3Si in total (ωB97M-V/def2-TZVPD).

Each line ends with the Mulliken charge.
Atoms and positions in Å:
C: 7.01118 -3.50792 -3.89243  -0.804
O: 6.62853 -2.12019 -3.99271  -0.411
C: 5.33566 -1.76836 -3.78049  0.945
C: 5.00807 -0.39938 -3.96859  -0.709
C: 3.72228 0.03320 -3.76883  -0.381
C: 2.68363 -0.86340 -3.36024  0.144
C: 1.36473 -0.35779 -3.18165  -0.549
C: 0.15189 -1.02700 -3.46438  0.401
C: -1.09208 -0.35357 -3.23076  -0.658
C: -2.29382 -1.00416 -3.41524  -0.737
C: -2.32851 -2.34454 -3.83084  1.006
C: -3.63048 -3.07231 -3.89999  -1.375
C: -1.12763 -2.98619 -4.16380  -0.917
C: 0.08755 -2.34029 -4.02639  -0.569
C: 3.04568 -2.22167 -3.13202  -0.720
C: 4.33002 -2.67612 -3.36503  -0.540
H: 8.09197 -3.49176 -4.03028  0.248
H: 6.75885 -3.92087 -2.90899  0.344
H: 6.54150 -4.10717 -4.68182  0.353
H: 5.79346 0.28042 -4.29713  0.452
H: 3.45777 1.07372 -3.96722  0.429
H: 1.26841 0.71534 -2.99457  0.815
H: -1.06275 0.69256 -2.91345  0.370
H: -3.23606 -0.48459 -3.22333  0.439
H: -3.47662 -4.15473 -3.90427  0.388
H: -4.27884 -2.82084 -3.05199  0.334
H: -4.16924 -2.80570 -4.81671  0.307
H: -1.15699 -4.01587 -4.52533  0.385
H: 0.99987 -2.83434 -4.36223  0.691
H: 2.28967 -2.92406 -2.77968  0.769
H: 4.56561 -3.73537 -3.24546  0.376
C: -5.56632 0.31010 0.84194  -0.491
C: -5.21061 1.55573 1.37009  -0.740
C: -3.92643 1.74987 1.89995  0.147
C: -2.99113 0.70319 1.90248  0.457
Si: -1.35165 0.91923 2.73235  -0.138
C: -0.76087 2.66153 2.53125  0.854
C: -1.09727 3.40890 1.39571  -0.096
C: -0.54857 4.67837 1.19157  -0.716
C: 0.31845 5.22673 2.14437  -0.501
C: 0.59995 4.51612 3.31589  -0.690
C: 0.03904 3.24754 3.52170  -0.483
C: -1.51367 0.53309 4.54776  0.057
C: -2.35839 1.31550 5.35647  -0.072
C: -2.47137 1.06504 6.73200  -0.665
C: -1.75480 0.01293 7.31247  -0.433
C: -0.94103 -0.79117 6.50710  -0.592
C: -0.83070 -0.54041 5.13335  -0.296
O: -0.24117 -0.24281 2.04059  -0.586
C: 0.65475 0.02933 1.12324  0.868
C: 1.85840 -0.58438 0.83727  -1.095
C: 2.71067 0.36214 0.11628  -0.140
C: 1.72320 1.42821 -0.31578  0.270
O: 0.48450 1.14071 0.41472  -0.239
C: -3.35179 -0.53919 1.36639  -0.319
C: -4.63367 -0.73472 0.83808  -0.728
H: -6.56925 0.15245 0.44087  0.395
H: -5.92664 2.37969 1.37858  0.398
H: -3.66120 2.72528 2.31517  0.380
H: -1.79034 3.00111 0.65734  0.446
H: -0.80707 5.22704 0.28365  0.404
H: 0.76062 6.21083 1.97561  0.386
H: 1.25298 4.94292 4.07992  0.412
H: 0.22248 2.70833 4.45401  0.376
H: -2.93419 2.13329 4.91525  0.270
H: -3.11728 1.69398 7.34792  0.382
H: -1.83356 -0.18040 8.38453  0.376
H: -0.38630 -1.62016 6.94958  0.379
H: -0.20163 -1.18626 4.51600  0.415
H: 2.16856 -1.52801 1.29008  0.420
H: 3.48555 0.84518 0.73461  0.287
H: 3.21946 -0.09443 -0.73667  0.034
H: 2.04244 2.45471 -0.09819  0.325
H: 1.49609 1.32272 -1.37479  -0.411
H: -2.63751 -1.36573 1.37165  0.418
H: -4.90599 -1.71119 0.43341  0.453

- HOMO-LUMO gap (eV) = 4.444
- net charge = +1
- LUMO (eV) = -5.255
- ΔE to the lowest compared entry with this formula, charge and spin (eV) = 1.169
- HOMO (eV) = -9.6988



No. 3
Entry from the Open Molecules 2025 dataset: a structure of composition C33H33N6O3P2PtS2 (ωB97M-V/def2-TZVPD).

Each line ends with the Mulliken charge.
Atoms and positions in Å:
Pt: 0.53368 -1.29575 -0.64639  0.934
S: 0.17129 0.80049 -2.16604  -0.874
P: -0.96035 1.27438 -0.54723  1.853
C: -0.46057 -0.01364 0.49733  -1.226
P: -0.93857 -0.98183 1.84430  0.610
S: -0.20182 -2.74860 1.11215  -0.571
C: -0.11224 -0.45692 3.35553  0.233
C: 0.31705 0.84977 3.51856  0.918
C: 0.95402 1.21598 4.69092  -0.735
C: 1.17327 0.27793 5.68792  -0.513
C: 0.75258 -1.03361 5.52215  -0.853
C: 0.10554 -1.40246 4.35740  -0.600
C: -2.70259 -0.98399 2.20677  0.718
C: -3.52683 -2.03538 1.82514  -0.162
C: -4.88925 -1.95534 2.05135  -0.711
C: -5.42810 -0.82701 2.64453  -0.526
C: -4.60522 0.22265 3.03040  -0.769
C: -3.24042 0.14269 2.82010  -0.388
C: -0.49745 2.80606 0.30943  0.405
C: 0.84729 3.16368 0.33776  -0.390
C: 1.27083 4.21471 1.12835  -0.663
C: 0.35657 4.91245 1.90136  -0.584
C: -0.98418 4.55826 1.88283  -0.833
C: -1.41222 3.50589 1.09036  -0.388
C: -2.71824 1.43536 -0.94612  0.591
C: -3.19472 2.65230 -1.43922  -0.540
C: -4.51288 2.77329 -1.83672  -0.792
C: -5.36401 1.68182 -1.74813  -0.571
C: -4.88993 0.46861 -1.27775  -0.866
C: -3.56848 0.34228 -0.88695  -0.088
H: 0.17915 1.57602 2.72629  -0.114
H: 1.29680 2.23301 4.81722  0.461
H: 1.69035 0.56266 6.59183  0.401
H: 0.95237 -1.77101 6.28493  0.401
H: -0.19960 -2.43130 4.21613  0.409
H: -3.09996 -2.90688 1.34421  0.391
H: -5.52967 -2.77628 1.76451  0.435
H: -6.49223 -0.76573 2.81436  0.433
H: -5.02594 1.09576 3.50589  0.441
H: -2.59761 0.95161 3.14085  0.410
H: 1.55805 2.60790 -0.26129  0.291
H: 2.31526 4.49038 1.14649  0.442
H: 0.68834 5.73360 2.51814  0.423
H: -1.69721 5.10073 2.48496  0.443
H: -2.45729 3.22700 1.08975  0.451
H: -2.53576 3.50669 -1.51699  0.478
H: -4.87500 3.71612 -2.21717  0.427
H: -6.39355 1.77688 -2.05667  0.427
H: -5.54572 -0.38612 -1.22086  0.470
H: -3.19879 -0.61873 -0.55423  0.356
O: -1.18856 -1.81437 -1.57529  -0.548
N: -0.82734 -2.76124 -2.37856  0.906
O: -1.61146 -3.22033 -3.13798  -0.603
O: 0.36549 -3.11082 -2.27839  -0.613
C: 4.56278 -2.75888 -3.60928  -0.718
C: 3.40436 -2.60312 -2.60076  -0.612
N: 2.63379 -1.41503 -2.89210  0.608
C: 2.10002 -1.49264 -4.23454  -0.655
C: 3.24303 -1.52411 -5.26775  -0.773
N: 4.52785 -1.56265 -4.50615  -0.039
C: 4.68285 -0.31937 -3.69190  -0.881
C: 3.46227 -0.23706 -2.75394  -0.553
H: 4.46429 -3.63799 -4.24761  0.302
H: 5.54772 -2.77035 -3.13826  0.334
H: 3.78145 -2.52313 -1.57861  0.359
H: 2.73891 -3.46552 -2.65598  0.481
H: 1.45753 -0.62774 -4.40857  0.383
H: 1.48612 -2.39201 -4.30889  0.508
H: 3.28153 -0.63769 -5.90247  0.315
H: 3.22355 -2.41256 -5.90047  0.310
H: 5.30130 -1.62298 -5.16899  0.285
H: 4.74634 0.51516 -4.39275  0.338
H: 5.63152 -0.40963 -3.16198  0.313
H: 2.85714 0.64059 -2.98743  0.509
H: 3.77694 -0.16233 -1.71117  0.315
N: 3.53867 -2.14863 4.29378  -0.576
C: 3.35395 -1.47003 3.38355  0.601
N: 3.13224 -0.61471 2.41958  -0.569
C: 2.68031 -0.89464 1.28959  0.748
N: 2.33936 -1.03262 0.16486  0.032

- HOMO-LUMO gap (spin up / spin down) (eV) = 6.582 / 6.582
- net charge = +1
- LUMO (spin up / spin down) (eV) = -3.475 / -3.475
- ΔE to the lowest compared entry with this formula, charge and spin (eV) = 0.601
- HOMO (spin up / spin down) (eV) = -10.0572 / -10.0569



No. 4
Entry from the Open Molecules 2025 dataset: a structure of composition HN2O5 (ωB97M-V/def2-TZVPD).

Each line ends with the natural charge from an NBO analysis.
Atoms and positions in Å:
N: -0.92419 0.10888 0.12531  0.308
N: 1.48314 -0.26216 1.97302  0.703
O: -1.58992 1.15891 -0.00215  -0.555
O: 1.77147 0.00484 0.79250  -0.540
O: 2.36981 -0.66025 2.80427  -0.558
O: -0.78742 -0.60238 1.10706  -0.257
O: 0.31630 -0.28987 2.42359  -0.396
H: -0.33057 -0.06774 -0.78254  0.296

- HOMO-LUMO gap (spin up / spin down) (eV) = 8.429 / 8.430
- net charge = -1
- LUMO (spin up / spin down) (eV) = 4.496 / 4.496
- ΔE to the lowest compared entry with this formula, charge and spin (eV) = 2.927
- HOMO (spin up / spin down) (eV) = -3.9332 / -3.9340